Entry 1:
Here is an isolated molecule of C10H15I at a distorted geometry from the Open Molecules 2025 dataset. Energies are from ωB97M-V with the def2-TZVPD basis set.

Its spin multiplicity is 3. As for the gap between HOMO and LUMO (alpha / beta): 6.14 / 7.61 eV. Its electronic energy is -687.542495 a.u. Its expectation value of S² is 2.007.

Cartesian coordinates (Å):
H1 0.7139 -0.8621 -2.9227
H2 -0.7268 0.0165 -2.2815
C1 -1.4536 0.7627 -0.0520
H3 -1.2974 1.8376 -0.2601
C2 0.3620 -0.0459 -2.3779
C3 -2.2141 0.7524 1.2667
C4 0.5699 0.4417 1.3569
I1 -4.1511 1.6989 0.9745
H4 -0.5667 -2.1806 -0.8569
H5 0.4430 1.4176 3.2751
C5 0.7516 -0.5610 -0.9150
C6 -0.0166 0.1801 0.1545
C7 -1.3993 1.3815 2.3795
H6 2.7160 0.5863 -0.8235
C8 -0.0421 1.2529 2.3206
H7 1.0809 -2.6693 -1.3604
H8 0.9203 0.9058 -2.4670
H9 -2.3602 -0.2067 1.6149
H10 -1.9075 1.9063 3.0849
H11 -1.9653 0.0647 -0.8033
H12 0.7725 -2.4909 0.3590
H13 2.7095 -0.7327 -1.7939
H14 1.6448 0.1443 1.5348
H15 2.6754 -1.1166 0.0397
C9 0.4362 -2.0747 -0.6969
C10 2.3048 -0.4089 -0.7500

Here are the Löwdin charges for atoms 1 to 8, given in e: number 1, H, carries 0.05; number 2, H, carries 0.06; number 3, C, carries -0.21; number 4, H, carries 0.13; number 5, C, carries -0.01; number 6, C, carries -0.72; number 7, C, carries -0.06; number 8, I, carries 0.77

Entry 2:
Here is an isolated molecule of C7H6I2N2 at a distorted geometry from the Open Molecules 2025 dataset. Energies are from ωB97M-V with the def2-TZVPD basis set.

Its energy above the lowest of the compared OMol25 structures with the same formula, charge and spin is 0.000 eV. Its spin multiplicity is 1. As for the gap between HOMO and LUMO: 7.39 eV. Its electronic energy is -975.219235 a.u.

Cartesian coordinates (Å):
C1 -2.1314 -0.4680 1.4084
C2 -0.0294 -0.4906 0.5890
H1 1.1852 1.7380 -2.2044
H2 1.5395 2.0743 -0.5096
C3 -0.9319 -1.0792 1.5359
H3 1.8114 -1.5634 0.5548
N1 -0.3654 1.4325 -0.8987
I1 1.3534 -1.2913 -2.7869
C4 1.0428 1.3629 -1.1884
C5 1.2178 -0.7499 0.1620
N2 -2.0729 0.5154 0.4458
C6 1.7174 0.0075 -1.0011
C7 -0.8037 0.5822 -0.0593
H4 -3.0443 -0.6659 1.9376
I2 -0.4728 -2.6595 2.8274
H5 2.7997 0.1113 -1.0065
H6 -2.8155 1.1436 0.1938

Here are the Löwdin charges for atoms 1 to 8, given in e: number 1, C, carries -0.13; number 2, C, carries -0.24; number 3, H, carries 0.10; number 4, H, carries 0.13; number 5, C, carries -0.70; number 6, H, carries 0.10; number 7, N, carries 0.11; number 8, I, carries 0.71

Entry 3:
Here is a cluster of 3 separate species, C18H21BBrN2O12P2 in total at a distorted geometry from the Open Molecules 2025 dataset. Energies are from ωB97M-V with the def2-TZVPD basis set.

Its spin multiplicity is 1. As for the gap between HOMO and LUMO: 6.96 eV. Its electronic energy is -4992.049748 a.u. Its net charge is +1.

Cartesian coordinates (Å):
H1 -5.4380 1.3378 -0.9598
O1 -4.3885 -6.3831 -2.1200
H2 -6.0240 -0.7958 -1.3449
O2 4.3056 5.9453 5.0256
H3 -1.3614 1.0136 -3.9220
C1 2.7475 -0.4668 1.1708
H4 -0.9937 -4.2206 -2.5688
Br1 -4.8757 -5.5677 -5.3373
O3 4.8280 -0.8742 -2.4977
C2 2.9502 -1.4262 -1.1684
C3 4.6595 3.7130 4.3268
H5 4.3264 0.7963 1.8018
O4 4.9344 1.4419 3.7273
O5 1.1302 -1.9130 0.2610
C4 -4.4959 1.8312 -0.4287
H6 -2.2923 1.1363 -0.9981
O6 -0.6774 -1.3495 -2.4497
O7 2.5214 4.9769 6.8728
P1 -3.8460 0.9107 -3.0644
H7 3.6552 0.0582 4.8367
P2 -3.7438 -5.2762 -3.3381
H8 5.3819 4.0204 3.5815
C5 -3.1912 1.7325 -1.4578
H9 3.7392 6.3691 5.7067
C6 4.3749 2.2735 4.4333
O8 5.7580 0.6124 -0.3860
C7 3.3656 1.8343 5.4364
C8 4.1108 -0.7849 -1.3188
H10 1.2182 -0.9097 2.2018
H11 -4.3436 1.2284 0.5708
C9 -4.1903 -3.4400 -2.8665
H12 -0.5655 -1.7612 -1.5223
O9 3.0843 0.4826 5.5137
C10 2.7537 2.7118 6.2340
H13 2.5258 -2.0385 -1.9541
H14 5.6294 -0.3242 -2.3578
H15 -5.3775 -6.4913 -2.3523
C11 2.1919 -1.3239 0.0879
N1 -3.4621 -2.1870 -3.3900
O10 -2.4059 -2.0883 -4.2161
N2 -5.3652 -1.4380 -1.8802
B1 -1.2159 -2.3972 -3.3572
O11 2.0167 -0.3549 2.3394
C12 3.9097 0.1718 1.0220
H16 -2.5749 2.1700 -4.9094
H17 -2.6718 0.3090 -5.2208
C13 4.6804 0.0504 -0.2254
H18 -4.7481 2.9655 -0.2718
C14 4.0449 4.5907 5.1222
H19 -6.1241 -3.7211 -1.3604
C15 -4.2008 -0.9810 -2.7824
C16 -5.4131 -2.9512 -1.8840
H20 2.0197 2.4061 6.9690
C17 -2.4361 1.1278 -4.3890
H21 -2.9039 2.8591 -1.6992
C18 3.0563 4.1485 6.1436
O12 -0.5928 -3.7599 -3.3858

Here are the Löwdin charges for atoms 1 to 8, given in e: number 1, H, carries 0.03; number 2, O, carries -0.39; number 3, H, carries 0.15; number 4, O, carries 0.09; number 5, H, carries 0.06; number 6, C, carries -0.20; number 7, H, carries 0.11; number 8, Br, carries 0.24